{"formula": "C51H41ClN11NaO2S2", "method": "the ωB97M-V functional and the def2-TZVPD basis", "homo_ev": -1.4, "de_lowest_kcal_mol": 13.6, "molar_mass_g_mol": 962.5, "gap_ev": 4.55, "total_charge": -2, "elements": ["Na", "N", "C", "C", "C", "C", "C", "C", "C", "C", "C", "C", "C", "C", "N", "C", "C", "C", "C", "N", "H", "H", "H", "H", "H", "H", "H", "H", "H", "H", "S", "C", "C", "C", "C", "N", "C", "C", "C", "S", "C", "N", "H", "H", "O", "C", "N", "C", "C", "C", "C", "C", "C", "C", "N", "C", "C", "N", "C", "H", "H", "H", "H", "H", "H", "H", "C", "C", "C", "C", "C", "O", "C", "C", "C", "C", "C", "C", "Cl", "C", "C", "C", "N", "C", "N", "C", "N", "H", "H", "H", "H", "H", "H", "H", "H", "H", "H", "H", "H", "H", "H", "H", "H", "H", "H", "H", "H", "H", "H"], "xyz": [[1.29, -0.28, -0.42], [-6.74, -2.25, -7.23], [-5.90, -2.04, -6.48], [-4.85, -1.77, -5.54], [-4.69, -2.61, -4.43], [-3.67, -2.35, -3.54], [-2.83, -1.25, -3.71], [-3.00, -0.43, -4.82], [-4.00, -0.68, -5.73], [-1.75, -1.00, -2.72], [-0.79, -2.08, -2.65], [-0.29, -2.72, -3.77], [0.75, -3.57, -3.36], [0.83, -3.43, -1.99], [-0.11, -2.56, -1.55], [-1.71, 0.21, -2.10], [-2.66, 1.31, -2.24], [-2.15, 2.35, -1.54], [-0.91, 1.87, -0.97], [-0.67, 0.63, -1.26], [-5.35, -3.45, -4.30], [-3.51, -3.00, -2.69], [-2.32, 0.40, -4.96], [-4.13, -0.05, -6.60], [-0.59, -2.52, -4.79], [1.38, -4.18, -3.98], [1.46, -3.92, -1.26], [-3.58, 1.28, -2.79], [-2.57, 3.34, -1.42], [-0.22, 2.44, -0.36], [3.93, 1.42, -0.43], [3.53, 2.53, -1.70], [3.95, 3.86, -1.59], [3.65, 4.84, -2.54], [4.12, 6.17, -2.35], [4.51, 7.24, -2.18], [2.89, 4.47, -3.67], [2.47, 3.16, -3.80], [2.77, 2.15, -2.86], [2.20, 0.55, -3.17], [2.54, 5.43, -4.66], [2.25, 6.20, -5.47], [4.53, 4.14, -0.72], [1.89, 2.88, -4.66], [-1.43, -1.93, 0.19], [-0.30, -2.30, -0.05], [10.69, -4.00, -3.55], [9.71, -3.78, -2.99], [8.49, -3.53, -2.27], [8.21, -4.24, -1.11], [7.04, -4.01, -0.43], [6.12, -3.05, -0.89], [6.41, -2.33, -2.05], [7.59, -2.56, -2.73], [4.93, -2.82, -0.20], [4.37, -3.59, 0.81], [3.22, -2.96, 1.16], [3.06, -1.82, 0.42], [4.08, -1.77, -0.38], [8.91, -4.98, -0.75], [6.83, -4.55, 0.48], [5.72, -1.59, -2.43], [7.81, -2.00, -3.63], [4.80, -4.51, 1.15], [2.47, -3.27, 1.87], [4.25, -0.94, -1.05], [-2.70, 2.13, 6.88], [-2.95, 0.90, 6.00], [-2.60, -0.36, 6.80], [-4.45, 0.84, 5.69], [-2.12, 0.93, 4.66], [-2.52, -0.19, 3.88], [-2.31, 2.26, 3.91], [-2.02, 2.25, 2.40], [-3.04, 1.50, 1.60], [-2.72, 0.30, 0.98], [-3.67, -0.40, 0.25], [-4.94, 0.12, 0.13], [-6.14, -0.75, -0.80], [-5.29, 1.32, 0.73], [-4.34, 2.00, 1.46], [-0.63, 0.71, 4.94], [0.16, 0.88, 3.75], [0.19, 0.14, 2.63], [0.95, 0.74, 1.73], [1.39, 1.84, 2.37], [0.93, 1.98, 3.60], [-3.27, 2.04, 7.80], [-3.00, 3.05, 6.39], [-1.65, 2.23, 7.16], [-3.36, -0.53, 7.57], [-1.64, -0.27, 7.31], [-2.57, -1.23, 6.15], [-5.01, 0.72, 6.62], [-4.68, -0.02, 5.06], [-4.82, 1.73, 5.20], [-2.99, 0.09, 3.09], [-1.67, 3.00, 4.38], [-3.34, 2.60, 4.03], [-1.03, 1.86, 2.18], [-2.01, 3.30, 2.08], [-1.73, -0.12, 1.06], [-3.39, -1.34, -0.21], [-6.29, 1.71, 0.62], [-4.60, 2.94, 1.93], [-0.48, -0.30, 5.34], [-0.24, 1.44, 5.65], [-0.37, -0.76, 2.48], [2.08, 2.53, 1.92]]}

---

{"formula": "C51H41CoN5P4Se3", "method": "the ωB97M-V functional and the def2-TZVPD basis", "spin_multiplicity": 5, "homo_ev": [-9.2, -9.2], "s_squared": 6.02, "de_lowest_kcal_mol": 9.2, "molar_mass_g_mol": 1143.6, "gap_ev": [6.32, 4.24], "total_charge": 1, "elements": ["Co", "Se", "P", "C", "C", "C", "C", "C", "C", "C", "C", "C", "C", "C", "C", "C", "C", "N", "N", "N", "P", "Se", "C", "C", "C", "C", "C", "C", "C", "C", "C", "C", "C", "C", "H", "H", "H", "H", "H", "H", "H", "H", "H", "H", "H", "H", "H", "H", "H", "H", "H", "H", "H", "H", "N", "P", "C", "C", "C", "C", "C", "C", "C", "C", "C", "C", "C", "C", "P", "C", "C", "C", "C", "C", "C", "C", "C", "C", "C", "C", "C", "H", "H", "H", "H", "H", "H", "H", "H", "H", "H", "H", "H", "H", "H", "H", "H", "H", "H", "H", "H", "H", "Se", "C", "N"], "xyz": [[0.55, 0.73, -1.21], [1.90, 2.61, 5.16], [1.66, 0.52, 4.51], [3.27, -0.26, 4.44], [3.74, -1.14, 5.42], [5.06, -1.56, 5.37], [5.90, -1.12, 4.35], [5.42, -0.25, 3.37], [4.11, 0.19, 3.42], [0.51, -0.38, 5.54], [0.78, -0.60, 6.89], [-0.15, -1.26, 7.68], [-1.36, -1.68, 7.13], [-1.65, -1.41, 5.80], [-0.72, -0.75, 5.00], [1.06, 0.79, 2.89], [0.70, 0.10, 1.76], [0.39, 1.03, 0.85], [0.52, 2.25, 1.38], [0.93, 2.12, 2.62], [0.44, -1.60, 1.27], [0.48, -1.75, -0.87], [1.67, -2.62, 2.09], [2.78, -3.05, 1.35], [3.74, -3.84, 1.97], [3.59, -4.22, 3.29], [2.49, -3.79, 4.03], [1.54, -2.98, 3.43], [-1.20, -2.03, 1.89], [-2.22, -1.08, 1.74], [-3.51, -1.38, 2.13], [-3.80, -2.63, 2.66], [-2.80, -3.59, 2.78], [-1.50, -3.29, 2.39], [3.09, -1.51, 6.20], [5.43, -2.25, 6.12], [6.93, -1.44, 4.33], [6.08, 0.09, 2.58], [3.75, 0.88, 2.67], [1.69, -0.24, 7.34], [0.06, -1.44, 8.72], [-2.08, -2.19, 7.75], [-2.60, -1.70, 5.37], [-0.96, -0.53, 3.97], [2.87, -2.78, 0.31], [4.60, -4.17, 1.40], [4.34, -4.85, 3.76], [2.38, -4.09, 5.06], [0.68, -2.65, 4.01], [-1.99, -0.11, 1.31], [-4.29, -0.65, 2.02], [-4.81, -2.87, 2.97], [-3.04, -4.57, 3.17], [-0.74, -4.05, 2.47], [-1.23, 1.51, -3.92], [-0.06, 0.36, -4.43], [-0.18, 0.59, -6.24], [0.11, 1.85, -6.76], [-0.02, 2.11, -8.11], [-0.44, 1.10, -8.97], [-0.70, -0.16, -8.48], [-0.57, -0.42, -7.12], [-0.88, -1.26, -4.22], [-2.22, -1.42, -3.88], [-2.76, -2.69, -3.73], [-1.97, -3.82, -3.93], [-0.63, -3.67, -4.26], [-0.08, -2.40, -4.39], [-1.18, 1.99, -2.28], [-2.88, 2.55, -2.00], [-3.63, 2.05, -0.95], [-4.93, 2.52, -0.73], [-5.46, 3.47, -1.58], [-4.70, 3.97, -2.64], [-3.41, 3.52, -2.85], [-0.25, 3.56, -2.27], [-0.35, 4.37, -1.14], [0.39, 5.53, -1.05], [1.23, 5.90, -2.10], [1.33, 5.10, -3.23], [0.59, 3.93, -3.31], [-2.15, 1.44, -4.34], [0.45, 2.65, -6.10], [0.20, 3.10, -8.50], [-0.55, 1.31, -10.03], [-1.02, -0.95, -9.14], [-0.79, -1.41, -6.74], [-2.85, -0.56, -3.72], [-3.80, -2.80, -3.45], [-2.39, -4.80, -3.82], [0.00, -4.54, -4.40], [0.97, -2.29, -4.63], [-3.21, 1.30, -0.29], [-5.51, 2.14, 0.09], [-6.46, 3.84, -1.42], [-5.12, 4.73, -3.29], [-2.81, 3.93, -3.65], [-1.00, 4.08, -0.32], [0.32, 6.15, -0.17], [1.82, 6.81, -2.02], [1.99, 5.38, -4.03], [0.70, 3.29, -4.18], [4.75, 2.89, -2.02], [3.30, 1.94, -1.74], [2.33, 1.30, -1.56]]}

---

{"formula": "C51H41N6O2PdS4", "method": "the ωB97M-V functional and the def2-TZVPD basis", "homo_ev": -4.4, "de_lowest_kcal_mol": 0.0, "molar_mass_g_mol": 1004.6, "gap_ev": 6.77, "total_charge": -1, "elements": ["Pd", "N", "S", "N", "S", "N", "S", "N", "C", "C", "C", "C", "C", "C", "C", "C", "C", "C", "C", "C", "C", "C", "C", "C", "C", "C", "C", "C", "C", "C", "C", "C", "C", "C", "C", "C", "C", "C", "C", "C", "C", "C", "C", "C", "H", "H", "H", "H", "H", "H", "H", "H", "H", "H", "H", "H", "H", "H", "H", "H", "H", "H", "H", "H", "H", "H", "H", "H", "H", "H", "H", "H", "H", "H", "O", "S", "O", "N", "C", "C", "C", "C", "C", "C", "C", "C", "N", "C", "C", "C", "C", "C", "C", "C", "H", "H", "H", "H", "H", "H", "H", "H", "H", "H", "H"], "xyz": [[0.28, 0.18, 1.47], [0.95, -1.52, 0.41], [0.93, -1.69, -1.04], [-0.40, -1.67, -1.93], [-1.01, -0.33, -2.58], [-1.11, 0.98, -1.96], [-1.43, 1.53, 0.82], [-1.00, 1.52, 2.31], [-2.98, 0.72, 0.43], [-3.12, -0.55, 0.97], [-4.23, -1.31, 0.67], [-5.19, -0.81, -0.21], [-5.03, 0.45, -0.78], [-3.92, 1.22, -0.46], [-1.77, 3.22, 0.34], [-2.72, 3.93, 1.06], [-2.86, 5.29, 0.82], [-2.06, 5.92, -0.12], [-1.11, 5.20, -0.82], [-0.95, 3.83, -0.60], [-2.59, -1.05, -3.11], [-3.41, -0.18, -3.82], [-4.66, -0.61, -4.23], [-5.10, -1.89, -3.92], [-4.28, -2.74, -3.19], [-3.02, -2.32, -2.78], [-0.18, -0.28, -4.19], [0.38, 0.93, -4.55], [1.08, 1.03, -5.75], [1.20, -0.07, -6.58], [0.62, -1.29, -6.22], [-0.07, -1.39, -5.02], [2.13, -0.69, -1.94], [2.30, 0.61, -1.49], [3.21, 1.43, -2.12], [3.95, 0.96, -3.20], [3.77, -0.34, -3.65], [2.86, -1.17, -3.03], [1.49, -3.35, -1.41], [1.04, -4.08, -2.50], [1.50, -5.38, -2.69], [2.41, -5.93, -1.80], [2.84, -5.20, -0.70], [2.38, -3.90, -0.50], [-2.33, -0.92, 1.63], [-4.34, -2.30, 1.09], [-6.06, -1.40, -0.45], [-5.76, 0.82, -1.48], [-3.79, 2.19, -0.91], [-3.32, 3.43, 1.81], [-3.60, 5.85, 1.38], [-2.17, 6.98, -0.30], [-0.47, 5.69, -1.55], [-0.23, 3.24, -1.14], [-3.06, 0.82, -4.04], [-5.31, 0.06, -4.79], [-6.08, -2.23, -4.23], [-4.62, -3.74, -2.93], [-2.36, -2.96, -2.20], [0.27, 1.77, -3.87], [1.54, 1.97, -6.03], [1.75, 0.00, -7.51], [0.71, -2.15, -6.87], [-0.54, -2.33, -4.73], [1.74, 0.97, -0.63], [3.35, 2.44, -1.76], [4.67, 1.61, -3.69], [4.34, -0.71, -4.50], [2.71, -2.18, -3.38], [0.32, -3.63, -3.17], [1.15, -5.95, -3.54], [2.77, -6.94, -1.95], [3.54, -5.63, 0.00], [2.68, -3.31, 0.36], [2.35, 2.12, 1.42], [2.83, 1.48, 2.62], [4.22, 1.07, 2.64], [1.82, 0.31, 2.99], [1.87, -0.33, 4.21], [2.83, -0.14, 5.19], [2.79, -0.84, 6.41], [1.81, -1.75, 6.69], [0.82, -2.00, 5.71], [-0.21, -2.95, 5.90], [-1.13, -3.17, 4.92], [-1.03, -2.42, 3.73], [-0.10, -1.53, 3.53], [0.83, -1.30, 4.48], [2.63, 2.72, 3.88], [3.73, 3.26, 4.52], [3.54, 4.31, 5.42], [2.27, 4.80, 5.66], [1.17, 4.25, 5.00], [1.35, 3.21, 4.10], [3.65, 0.53, 5.01], [3.56, -0.64, 7.14], [1.79, -2.29, 7.63], [-0.24, -3.50, 6.84], [-1.92, -3.90, 5.04], [-1.74, -2.58, 2.93], [4.72, 2.86, 4.32], [4.40, 4.74, 5.93], [2.12, 5.62, 6.35], [0.18, 4.63, 5.19], [0.51, 2.77, 3.57]]}

---

{"formula": "C51H42F9NO32S2", "method": "the ωB97M-V functional and the def2-TZVPD basis", "homo_ev": -9.5, "smiles": "O=C(O)CCC[C@@H]1NC(=O)[C@H](CCCS(=O)(=O)O)[C@H]1S(=O)(=O)C(F)(F)C(F)(F)C(F)(F)C(F)(F)F.O=C1C=C(O)C(=O)C=C1O.O=C1C=C(O)C(=O)C=C1O.O=C1C=C(O)C(=O)C=C1O.O=C1C=C(O)C(=O)C=C1O.O=C1C=C(O)C(=O)C=C1O.O=C1C=C(O)C(=O)C=C1O", "molar_mass_g_mol": 1416.0, "gap_ev": 7.69, "elements": ["O", "C", "O", "C", "C", "C", "C", "N", "C", "O", "C", "C", "C", "C", "S", "O", "O", "O", "C", "S", "O", "O", "C", "F", "F", "C", "F", "F", "C", "F", "F", "C", "F", "F", "F", "H", "H", "H", "H", "H", "H", "H", "H", "H", "H", "H", "H", "H", "H", "H", "H", "H", "H", "O", "C", "C", "C", "O", "C", "O", "C", "C", "O", "H", "H", "H", "H", "O", "C", "C", "C", "O", "C", "O", "C", "C", "O", "H", "H", "H", "H", "O", "C", "C", "C", "O", "C", "O", "C", "C", "O", "H", "H", "H", "H", "O", "C", "C", "C", "O", "C", "O", "C", "C", "O", "H", "H", "H", "H", "O", "C", "C", "C", "O", "C", "O", "C", "C", "O", "H", "H", "H", "H", "O", "C", "C", "C", "O", "C", "O", "C", "C", "O", "H", "H", "H", "H"], "xyz": [[3.99, -0.84, 0.45], [2.79, -0.54, 0.85], [1.99, -1.58, 1.46], [2.16, 0.97, 0.71], [2.77, 1.77, -0.58], [2.14, 1.24, -1.99], [3.07, 0.17, -2.76], [4.54, 0.51, -2.97], [5.10, -0.47, -3.97], [6.31, -0.46, -4.34], [3.85, -1.44, -4.45], [4.00, -2.18, -5.87], [5.33, -3.10, -5.86], [4.99, -4.71, -5.84], [4.83, -5.31, -4.09], [3.54, -4.87, -3.39], [6.02, -4.85, -3.23], [4.84, -7.02, -4.02], [2.67, -0.34, -4.24], [0.92, -0.75, -4.68], [0.86, -0.79, -6.22], [0.06, 0.45, -4.27], [0.29, -2.40, -4.09], [1.16, -3.51, -4.48], [-0.96, -2.64, -4.81], [-0.02, -2.51, -2.51], [0.11, -3.94, -2.18], [0.90, -1.83, -1.64], [-1.52, -2.10, -2.06], [-2.38, -3.23, -2.32], [-2.06, -0.95, -2.74], [-1.66, -1.78, -0.46], [-1.14, -2.89, 0.33], [-1.13, -0.51, -0.07], [-3.10, -1.73, -0.18], [1.94, -2.38, 0.86], [2.37, 1.52, 1.72], [1.00, 0.91, 0.63], [2.55, 2.90, -0.42], [3.92, 1.59, -0.58], [1.82, 2.11, -2.69], [1.14, 0.71, -1.69], [3.19, -0.83, -2.14], [4.49, 1.47, -3.37], [3.91, -2.30, -3.65], [3.07, -2.87, -6.04], [4.05, -1.41, -6.75], [5.96, -2.80, -6.78], [6.01, -2.93, -4.93], [4.12, -4.98, -6.53], [5.94, -5.22, -6.27], [4.55, -7.29, -3.10], [2.99, 0.54, -4.95], [6.01, 0.19, 7.85], [5.40, 0.38, 6.81], [5.22, -0.68, 5.81], [4.56, -0.43, 4.67], [4.37, -1.40, 3.72], [4.00, 0.93, 4.38], [3.42, 1.13, 3.33], [4.17, 1.97, 5.40], [4.82, 1.72, 6.53], [4.98, 2.69, 7.49], [5.63, -1.65, 6.03], [3.86, -0.95, 3.00], [3.74, 2.94, 5.18], [5.49, 2.26, 8.21], [0.22, 2.65, 0.89], [-0.62, 3.53, 0.78], [-0.74, 4.62, 1.76], [-1.67, 5.56, 1.62], [-1.79, 6.58, 2.53], [-2.62, 5.55, 0.47], [-3.47, 6.42, 0.39], [-2.49, 4.48, -0.52], [-1.55, 3.54, -0.38], [-1.41, 2.53, -1.31], [-0.04, 4.62, 2.59], [-2.53, 7.13, 2.21], [-3.17, 4.49, -1.36], [-0.67, 1.98, -0.98], [-4.53, 2.61, -1.86], [-5.52, 2.41, -2.54], [-6.78, 3.13, -2.32], [-7.85, 2.87, -3.08], [-9.03, 3.53, -2.88], [-7.81, 1.84, -4.16], [-8.81, 1.62, -4.82], [-6.54, 1.14, -4.40], [-5.47, 1.40, -3.64], [-4.28, 0.76, -3.86], [-6.80, 3.86, -1.53], [-9.65, 3.17, -3.55], [-6.52, 0.42, -5.20], [-3.67, 1.12, -3.18], [-3.61, -0.63, 6.49], [-3.06, 0.36, 6.02], [-3.75, 1.64, 5.85], [-3.12, 2.69, 5.33], [-3.76, 3.89, 5.17], [-1.70, 2.60, 4.89], [-1.16, 3.58, 4.40], [-1.00, 1.33, 5.08], [-1.63, 0.28, 5.61], [-0.98, -0.91, 5.80], [-4.79, 1.69, 6.17], [-3.09, 4.49, 4.77], [0.04, 1.29, 4.78], [-1.65, -1.51, 6.19], [8.22, -4.53, 0.48], [8.30, -3.89, 1.52], [7.16, -3.18, 2.10], [7.30, -2.47, 3.23], [6.23, -1.81, 3.79], [8.61, -2.38, 3.93], [8.70, -1.71, 4.95], [9.75, -3.11, 3.36], [9.61, -3.81, 2.24], [10.66, -4.50, 1.69], [6.21, -3.25, 1.58], [6.59, -1.38, 4.59], [10.69, -3.04, 3.89], [10.31, -4.93, 0.89], [-9.19, 1.40, -0.12], [-10.33, 0.96, -0.14], [-11.38, 1.55, -0.98], [-12.62, 1.06, -0.96], [-13.61, 1.60, -1.74], [-12.99, -0.09, -0.09], [-14.14, -0.50, -0.08], [-11.93, -0.70, 0.74], [-10.69, -0.21, 0.72], [-9.70, -0.76, 1.48], [-11.10, 2.39, -1.60], [-14.41, 1.07, -1.55], [-12.21, -1.54, 1.35], [-8.90, -0.23, 1.29]]}